The following is a quantum chemistry calculation of a structure of composition C46H51Br2HfN12 in a non-equilibrium geometry, from the Open Molecules 2025 dataset.

Computed properties:
HOMO energy: -14.4 eV
energy relative to the best compared isomer or geometry (same formula, charge and spin): 65.3 kJ/mol
charge: +3

```
112
C46H51Br2HfN12 | the Open Molecules 2025 dataset | the ωB97M-V functional and the def2-TZVPD basis
Hf 0.168 0.205 0.710
Br 0.674 -2.358 -0.683
C 2.430 -2.561 0.131
C 3.042 -3.755 -0.116
C 4.317 -4.002 0.416
C 4.924 -3.032 1.158
C 4.276 -1.804 1.430
C 4.924 -0.848 2.246
C 4.283 0.300 2.601
C 2.976 0.539 2.141
C 2.274 -0.309 1.295
C 2.965 -1.525 0.931
H 2.553 -4.512 -0.715
H 4.797 -4.954 0.234
H 5.908 -3.191 1.579
H 5.927 -1.053 2.597
H 4.768 1.026 3.241
H 2.525 1.449 2.511
C 0.325 -0.587 5.178
N 0.260 -1.194 3.845
C 1.233 -2.283 3.689
C -0.988 -1.422 3.262
N -1.064 -1.093 1.962
C -1.969 -1.796 1.097
C -1.972 -3.171 1.161
C -2.812 -3.945 0.353
C -3.685 -3.324 -0.492
C -3.734 -1.915 -0.580
C -4.723 -1.310 -1.385
C -4.815 0.049 -1.457
C -3.868 0.844 -0.797
C -2.870 0.308 -0.008
N -1.865 1.205 0.492
C -2.366 2.424 0.840
N -3.397 2.524 1.686
C -4.419 3.562 1.590
C -3.723 1.435 2.595
N -1.795 3.563 0.393
C -1.447 3.720 -1.015
C -1.890 4.823 1.119
C -2.817 -1.111 0.174
N -1.996 -1.864 4.000
C -1.791 -2.592 5.254
C -3.412 -1.764 3.648
H 1.220 0.035 5.214
H 0.404 -1.314 5.988
H -0.544 0.047 5.352
H 1.090 -3.062 4.445
H 2.239 -1.883 3.808
H 1.142 -2.738 2.706
H -1.296 -3.662 1.853
H -2.776 -5.023 0.429
H -4.365 -3.906 -1.101
H -5.414 -1.935 -1.934
H -5.589 0.518 -2.048
H -3.906 1.917 -0.949
H -4.307 4.139 0.676
H -4.399 4.233 2.449
H -5.396 3.077 1.561
H -2.820 0.866 2.813
H -4.480 0.771 2.170
H -4.110 1.859 3.521
H -2.213 4.312 -1.524
H -1.376 2.752 -1.495
H -0.502 4.251 -1.113
H -2.054 4.643 2.179
H -2.681 5.472 0.739
H -0.945 5.354 0.994
H -0.772 -2.944 5.361
H -2.444 -3.464 5.252
H -2.053 -1.974 6.114
H -3.586 -1.011 2.888
H -3.962 -1.495 4.549
H -3.788 -2.720 3.282
C 2.910 0.516 -1.977
C 1.485 0.650 -2.393
N 0.406 0.540 -1.606
C -0.695 0.563 -2.454
C -0.274 0.717 -3.729
N 1.099 0.772 -3.673
C 1.950 0.978 -4.861
N 1.530 0.161 -5.938
N 0.546 0.602 -6.787
N 0.412 -0.229 -7.727
C 1.314 -1.263 -7.569
C 1.576 -2.388 -8.351
C 2.562 -3.242 -7.909
C 3.270 -3.004 -6.720
C 3.031 -1.891 -5.939
C 2.049 -1.022 -6.400
H 3.001 0.549 -0.895
H 3.544 1.294 -2.405
H 3.298 -0.449 -2.314
H -1.703 0.428 -2.101
H -0.807 0.785 -4.664
H 2.982 0.751 -4.606
H 1.864 2.022 -5.162
H 1.029 -2.567 -9.266
H 2.802 -4.121 -8.492
H 4.027 -3.711 -6.409
H 3.585 -1.711 -5.026
Br -0.112 2.203 3.141
C 1.018 3.142 1.931
C 1.665 4.291 2.328
C 2.530 4.879 1.415
C 2.671 4.302 0.160
C 1.945 3.165 -0.137
N 1.125 2.564 0.739
H 1.510 4.700 3.316
H 3.078 5.771 1.688
H 3.330 4.726 -0.584
H 2.001 2.711 -1.114
```